This record from OMol25 describes an isolated ion of composition C3H12NOSi and charge +1. The level of theory is ωB97M-V with the def2-TZVPD basis set.

Values from the calculation:
structure (SMILES): CC[C@@H]([NH3+])[SiH2]O
net charge: +1
multiplicity: 1
energy above the lowest of the compared OMol25 structures with the same formula, charge and spin: 19.1 kcal per mole
LUMO energy: -3.472 eV

Each line ends with the natural charge from an NBO analysis.
Cartesian coordinates (Å):
C  -1.949  1.017  -0.027  -0.6063
C  -1.116  -0.062  -0.433  -0.4549
C  -0.015  -0.366  0.592  -0.3729
N  0.659  -1.728  0.178  -0.7064
Si  1.444  1.082  0.200  1.4458
O  2.326  0.077  -0.802  -1.1451
H  -1.485  1.939  0.319  0.2158
H  -2.812  1.131  -0.508  0.2414
H  -2.318  0.724  1.005  0.2004
H  -1.857  -0.941  -0.441  0.2099
H  -0.850  0.055  -1.515  0.2268
H  -0.518  -0.527  1.504  0.2319
H  1.542  -1.982  0.672  0.4522
H  -0.050  -2.448  0.431  0.4359
H  0.781  -1.656  -0.857  0.4642
H  1.005  2.136  -0.589  -0.1849
H  1.966  1.401  1.438  -0.2000
H  3.248  0.148  -1.165  0.5462

---

This record from OMol25 describes a single C17H22N6O molecule. The level of theory is ωB97M-V with the def2-TZVPD basis set.

Values from the calculation:
structure (SMILES): CCN(CCO)c1nc(NCc2ccccc2)c2cnn(C)c2n1
net charge: 0
multiplicity: 1
LUMO energy: 0.731 eV

Each line ends with the natural charge from an NBO analysis.
Cartesian coordinates (Å):
C  1.034  -0.196  4.339  -0.6156
C  -0.159  -0.442  3.417  -0.2083
N  -0.016  0.254  2.159  -0.4151
C  -0.605  1.556  2.004  -0.2354
C  -2.061  1.473  1.510  -0.0714
O  -2.626  2.744  1.298  -0.7195
C  0.651  -0.331  1.136  0.6079
N  0.711  0.372  -0.010  -0.6103
C  1.345  -0.137  -1.053  0.4979
N  1.452  0.602  -2.182  -0.5685
C  0.700  1.822  -2.371  -0.2572
C  -0.748  1.568  -2.719  0.0542
C  -1.766  2.131  -1.964  -0.2440
C  -3.092  1.874  -2.269  -0.1945
C  -3.413  1.051  -3.335  -0.2198
C  -2.402  0.490  -4.097  -0.2045
C  -1.078  0.748  -3.791  -0.2440
C  1.943  -1.413  -0.951  -0.3093
C  2.684  -2.341  -1.713  -0.0151
N  2.969  -3.406  -1.003  -0.2559
N  2.440  -3.226  0.225  -0.1909
C  2.575  -4.211  1.255  -0.4072
C  1.808  -2.039  0.310  0.4010
N  1.177  -1.533  1.369  -0.5986
H  1.939  -0.554  3.857  0.2206
H  1.146  0.865  4.550  0.1988
H  0.900  -0.727  5.278  0.2077
H  -1.083  -0.108  3.895  0.1888
H  -0.234  -1.511  3.203  0.2288
H  -0.021  2.113  1.269  0.2347
H  -0.567  2.079  2.966  0.1835
H  -2.665  0.894  2.224  0.1523
H  -2.081  0.967  0.543  0.1963
H  -2.609  3.235  2.127  0.4636
H  1.762  0.111  -3.005  0.3917
H  0.756  2.384  -1.437  0.2288
H  1.187  2.395  -3.167  0.2099
H  -1.529  2.770  -1.128  0.2243
H  -3.870  2.315  -1.664  0.2190
H  -4.447  0.846  -3.572  0.2125
H  -2.646  -0.151  -4.932  0.2118
H  -0.296  0.307  -4.394  0.1994
H  3.015  -2.272  -2.731  0.2023
H  2.089  -5.142  0.957  0.2083
H  3.630  -4.412  1.449  0.2099
H  2.100  -3.815  2.151  0.2310

---

This record from OMol25 describes a single C8H8S2 molecule. The level of theory is ωB97M-V with the def2-TZVPD basis set.

Values from the calculation:
net charge: 0
multiplicity: 1
energy above the lowest of the compared OMol25 structures with the same formula, charge and spin: 46.9 kcal per mole
LUMO energy: -0.750 eV

Each line ends with the natural charge from an NBO analysis.
Cartesian coordinates (Å):
C  -1.656  -1.999  -2.338  -0.3186
C  -1.350  -1.448  -1.076  -0.1131
C  -0.913  -1.463  -3.311  -0.3374
C  -0.347  -0.452  -1.025  -0.3500
C  1.530  2.199  1.543  -0.5202
C  1.471  0.954  2.290  -0.2222
C  0.021  0.381  0.022  -0.2686
C  0.271  0.503  2.858  -0.3330
S  1.069  1.677  -0.251  0.2990
S  0.205  -0.275  -2.764  0.3689
H  -2.346  -2.874  -2.555  0.2400
H  -1.769  -1.821  -0.085  0.2394
H  -1.026  -1.590  -4.449  0.2487
H  2.421  2.728  1.310  0.2363
H  0.566  2.715  1.809  0.2331
H  2.217  0.199  2.105  0.2044
H  -0.625  1.031  2.656  0.1971
H  0.262  -0.464  3.261  0.1961

---

This record from OMol25 describes an isolated ion of composition C8H16N2O3P and charge +1. The level of theory is ωB97M-V with the def2-TZVPD basis set.

Values from the calculation:
structure (SMILES): CC(=O)[N+](=[PH2]CC(=O)N(C)C)C(C)=O
net charge: +1
multiplicity: 1
LUMO energy: -3.120 eV

Each line ends with the natural charge from an NBO analysis.
Cartesian coordinates (Å):
C  -3.267  0.228  2.354  -0.7214
C  -2.376  0.705  1.249  0.7267
O  -2.008  1.839  1.123  -0.5094
N  -2.112  -0.265  0.183  -0.8215
P  -1.576  0.392  -1.268  1.3092
C  0.109  0.031  -1.774  -0.8596
C  1.145  0.398  -0.716  0.7238
O  0.781  0.767  0.383  -0.5780
N  2.455  0.187  -1.132  -0.4718
C  3.377  -0.126  -0.028  -0.4171
C  2.960  1.230  -2.043  -0.4052
C  -1.413  -1.512  0.468  0.7277
C  -0.771  -1.715  1.804  -0.7433
O  -1.317  -2.282  -0.450  -0.5337
H  -3.086  0.843  3.233  0.2694
H  -4.294  0.409  2.016  0.2721
H  -3.193  -0.835  2.562  0.2331
H  -1.835  1.754  -1.217  0.0799
H  -2.381  -0.137  -2.273  0.0368
H  0.285  0.631  -2.678  0.2933
H  0.217  -1.011  -2.083  0.3191
H  4.049  -0.925  -0.352  0.2190
H  2.832  -0.477  0.846  0.2220
H  3.985  0.741  0.248  0.2038
H  3.659  0.798  -2.762  0.2232
H  2.138  1.676  -2.606  0.1952
H  3.459  2.024  -1.483  0.2096
H  -1.508  -1.901  2.587  0.2575
H  -0.158  -0.859  2.092  0.2688
H  -0.154  -2.610  1.716  0.2709

---

no.,E (eV)
1,-14713.93612
2,-28974.92099
3,-30091.73934
4,-26960.26643